Entry 1:
{
  "formula": "C49H37ClF9O8S3Ti",
  "method": "ωB97M-V/def2-TZVPD",
  "homo_lumo_gap_ev": [5.431, 5.231],
  "lumo_ev": [3.59, 3.24],
  "homo_ev": [-1.84, -2.00],
  "e_above_lowest_kcal_mol": 43.8,
  "charge": -2,
  "spin_multiplicity": 2,
  "symbols": ["Ti", "C", "C", "C", "O", "C", "O", "O", "H", "H", "H", "H", "H", "H", "H", "C", "C", "C", "C", "C", "C", "C", "S", "O", "C", "C", "C", "C", "C", "C", "C", "C", "C", "C", "C", "C", "C", "C", "C", "C", "C", "C", "C", "C", "S", "O", "C", "C", "C", "C", "C", "C", "C", "H", "H", "H", "H", "H", "H", "H", "H", "H", "H", "H", "H", "H", "H", "H", "H", "H", "H", "H", "H", "H", "H", "H", "H", "H", "H", "S", "Cl", "C", "C", "C", "C", "C", "C", "C", "O", "O", "H", "H", "H", "H", "F", "C", "F", "F", "C", "O", "C", "F", "F", "F", "C", "F", "F", "F"],
  "coordinates": [[-4.2011, -3.3647, -0.8388], [-6.5207, -1.2622, 1.7899], [-6.4846, -1.5614, 0.2188], [-7.3165, -0.4923, -0.4432], [-5.1758, -1.5775, -0.2333], [-7.0278, -2.9108, 0.0236], [-8.1703, -3.1536, 0.4316], [-6.2271, -3.7093, -0.6444], [-6.2892, -0.1665, 2.0083], [-5.8542, -1.9176, 2.3709], [-7.5097, -1.5020, 2.1648], [-6.9609, 0.5114, -0.1674], [-8.3532, -0.5154, -0.2002], [-7.3168, -0.6936, -1.5357], [-4.9668, -0.9800, -1.0025], [1.6160, 8.0686, 1.5641], [1.2448, 6.6518, 2.0104], [1.4969, 6.2961, 3.2943], [1.3563, 4.9991, 3.7147], [0.7601, 4.0663, 2.8482], [0.4078, 4.4475, 1.5561], [0.6499, 5.7556, 1.0697], [0.4791, 2.3456, 3.3610], [1.1338, 2.2636, 4.6927], [1.5113, 1.5035, 2.2301], [0.8868, 1.2130, 1.0534], [1.4663, 1.3770, -0.2188], [2.5395, 2.3120, -0.3613], [2.7569, 3.1859, -1.4194], [3.7832, 4.1005, -1.3598], [4.3331, 4.4696, -0.1611], [3.9498, 3.7900, 1.0682], [3.1978, 2.5664, 0.8648], [2.9163, 1.7081, 2.0218], [3.9251, 1.0956, 2.8389], [5.3798, 1.2914, 2.6067], [5.8859, 1.5348, 1.2558], [7.2547, 1.8126, 1.1310], [7.9769, 1.9250, 2.3087], [7.5720, 1.6160, 3.4848], [6.2584, 1.2267, 3.6685], [5.7559, 0.6106, 4.9205], [4.4504, 0.0279, 4.9333], [3.5385, 0.1784, 3.9100], [2.0395, -0.6364, 4.0256], [2.0721, -1.5978, 5.1444], [1.9436, -1.6509, 2.4887], [0.7909, -2.4961, 2.3450], [0.5940, -3.2417, 1.2283], [1.5554, -3.2459, 0.1822], [1.0526, -3.8182, -1.1705], [2.7174, -2.5826, 0.3247], [2.8770, -1.7513, 1.4207], [1.5947, 8.1062, 0.4450], [2.6817, 8.3057, 1.8086], [0.9311, 8.7008, 2.1007], [1.8819, 7.0806, 4.0140], [1.5822, 4.6695, 4.7448], [-0.1199, 3.7064, 0.9671], [0.4664, 5.9830, 0.0509], [-0.1474, 0.8539, 1.2390], [0.8516, 1.2231, -1.1357], [2.1673, 3.2802, -2.3106], [3.9066, 4.6214, -2.3037], [4.9338, 5.2925, 0.0055], [4.3539, 4.1551, 1.9342], [5.3471, 1.4282, 0.3902], [7.8263, 2.0538, 0.2866], [8.9556, 2.2223, 2.1291], [8.1307, 1.4970, 4.3553], [6.4949, 0.5682, 5.7301], [4.0986, -0.4243, 5.8409], [-0.0693, -2.4440, 3.0250], [-0.3092, -3.8323, 1.1086], [1.8770, -4.0683, -1.8331], [0.4858, -3.0024, -1.6566], [0.3523, -4.6584, -1.1335], [3.5147, -2.5246, -0.4534], [3.8294, -1.2955, 1.5915], [-3.3237, -4.3904, 0.7742], [1.0876, -0.2447, -6.4585], [-0.1714, -0.5393, -5.3711], [0.0036, -1.5829, -4.4086], [-1.0170, -1.7963, -3.4872], [-2.1444, -0.9329, -3.4818], [-2.2302, 0.1072, -4.3709], [-1.2862, 0.2942, -5.3718], [-3.2237, -1.1396, -2.4065], [-4.3013, -0.6234, -2.4666], [-2.9555, -2.0659, -1.5432], [0.8391, -2.2708, -4.6440], [-1.0837, -2.6532, -2.8197], [-3.0449, 0.8121, -4.2476], [-1.3961, 1.1024, -6.1323], [-2.1697, -5.8569, -3.5263], [-3.1271, -5.2450, -4.3128], [-3.3048, -5.9820, -5.4289], [-2.6384, -4.0867, -4.7265], [-4.4324, -5.0472, -3.4726], [-4.1026, -4.2606, -2.4330], [-5.5121, -4.2903, -4.3102], [-5.7321, -4.7579, -5.5441], [-5.2408, -3.0221, -4.4701], [-6.6905, -4.4089, -3.5894], [-4.9385, -6.3944, -2.9909], [-3.9850, -6.9393, -2.2660], [-5.9740, -6.2501, -2.2112], [-5.2733, -7.1561, -4.0415]],
  "forces_ev_per_a": [[-1.470, -0.264, 1.607], [0.557, 0.634, -0.399], [-0.612, 1.687, 3.155], [0.438, 0.173, -1.475], [1.728, 0.707, -0.217], [-1.393, -2.035, -0.759], [1.222, -0.241, -0.584], [-0.133, 0.198, 0.602], [-0.136, -1.438, -0.359], [0.174, 0.289, -0.467], [-0.288, 0.179, -0.203], [0.179, -0.292, -0.444], [-0.710, -0.430, 0.701], [0.315, 0.587, 0.365], [-0.305, 0.021, 0.028], [0.999, -1.277, -0.762], [-0.372, 0.707, -3.084], [1.023, 0.786, 1.842], [-0.971, -1.672, 0.761], [0.676, 0.687, -0.143], [-0.423, 0.749, -0.169], [0.947, -1.229, 3.091], [0.723, -0.461, 0.379], [-0.264, 0.366, 0.730], [0.734, 0.547, 0.007], [-1.568, -0.592, -2.088], [-1.926, -0.053, -0.724], [-0.934, -0.124, 1.554], [0.795, -0.228, -0.229], [-0.921, 0.491, -0.890], [-1.300, -1.970, 3.226], [-0.798, -1.839, -6.027], [1.662, 2.124, 1.477], [2.036, -0.294, 1.362], [-1.331, 0.003, -0.832], [-1.631, 0.468, -2.434], [2.846, 0.017, 2.711], [-2.684, -0.137, 1.588], [2.094, 0.982, -3.766], [-2.101, -1.380, 3.498], [-2.085, -1.657, 2.007], [-0.634, 0.356, -1.592], [2.265, 0.945, 0.993], [2.441, 1.576, -1.501], [-3.017, -0.264, -0.890], [0.732, -0.633, 0.775], [0.231, -1.408, -1.692], [-0.010, 1.873, 1.231], [0.930, -0.457, -1.221], [-3.028, -1.701, -1.091], [0.295, 0.772, 0.343], [1.452, 1.320, -0.589], [-0.140, 0.085, 2.753], [-0.517, 0.398, 0.974], [-0.900, -0.127, 0.179], [-0.116, 0.944, -0.305], [-0.329, -0.989, -0.913], [-0.013, 0.199, -0.701], [0.214, 0.032, -0.357], [-0.153, 0.439, -0.678], [0.382, 0.216, -0.925], [0.431, -0.298, 0.862], [-0.435, -0.844, -0.316], [0.546, 0.473, 0.274], [1.369, 1.690, -0.272], [0.682, 0.374, 2.363], [-1.709, -0.165, -1.594], [-0.035, 0.039, -1.628], [2.019, 0.491, 0.128], [1.575, 0.318, 1.144], [-0.709, -0.203, -0.024], [0.047, -0.584, 0.188], [0.677, -0.001, 0.209], [-0.026, 0.194, -0.003], [0.151, -0.091, -0.077], [0.382, -0.298, 0.229], [0.249, 0.026, 0.450], [-0.847, -0.320, 0.523], [0.417, 0.600, -0.236], [-0.110, 0.286, -0.431], [0.924, 0.133, -1.046], [-0.886, -0.496, 1.786], [-0.586, 0.218, -1.479], [-0.709, 0.252, -0.514], [0.697, -0.517, 1.379], [-0.475, 0.527, -0.160], [0.428, 0.292, -0.371], [2.446, -2.362, -0.860], [-2.251, 2.226, -0.356], [1.006, 0.653, 0.057], [-0.525, 0.453, 0.847], [0.391, 0.270, -0.140], [-0.124, -0.144, -0.215], [0.206, -0.749, 0.805], [-0.865, 0.793, -1.268], [0.575, -0.835, 0.414], [0.116, -0.203, 0.461], [0.125, 0.382, 0.195], [0.859, 1.197, -0.740], [-0.145, -0.655, -0.696], [-1.461, -0.902, 0.828], [-0.087, -0.609, -0.017], [0.301, 0.909, 0.403], [0.992, 0.609, -1.281], [0.087, 0.769, -0.024], [0.411, -1.200, 0.162], [-0.983, -0.376, 0.602], [-0.015, -0.678, 0.010]]
}


Entry 2:
{
  "formula": "C49H37N5PRu",
  "method": "ωB97M-V/def2-TZVPD",
  "homo_lumo_gap_ev": [6.054, 6.552],
  "lumo_ev": [-0.02, -0.16],
  "homo_ev": [-6.07, -6.72],
  "e_above_lowest_kcal_mol": 15.5,
  "spin_multiplicity": 2,
  "symbols": ["Ru", "C", "C", "N", "C", "C", "C", "C", "C", "C", "C", "N", "C", "C", "C", "C", "C", "C", "C", "C", "N", "C", "H", "H", "H", "H", "H", "H", "H", "H", "H", "H", "H", "H", "N", "P", "C", "C", "C", "C", "C", "C", "C", "C", "C", "C", "C", "C", "C", "C", "C", "C", "C", "C", "H", "H", "H", "H", "H", "H", "H", "H", "H", "H", "H", "H", "H", "H", "H", "N", "C", "C", "C", "C", "C", "C", "C", "C", "C", "C", "C", "C", "C", "H", "H", "H", "H", "H", "H", "H", "H", "H", "H"],
  "coordinates": [[0.0085, 0.2405, -1.1134], [4.3511, 0.2081, -1.6887], [3.0079, -0.2160, -1.6759], [2.0114, 0.6239, -1.5366], [2.2562, 1.9683, -1.3940], [3.5661, 2.4633, -1.3534], [4.6213, 1.5333, -1.5139], [3.7814, 3.8443, -1.1110], [2.7047, 4.6581, -0.9106], [1.3788, 4.1760, -0.9783], [1.1169, 2.8463, -1.2493], [-0.0995, 2.2079, -1.3209], [-1.3683, 2.7320, -1.3177], [-1.7704, 4.0342, -1.5610], [-3.1280, 4.4045, -1.4681], [-4.1052, 3.5080, -1.1401], [-3.7518, 2.1510, -0.9354], [-4.6941, 1.1430, -0.6110], [-4.2912, -0.1481, -0.4390], [-2.9275, -0.4648, -0.6047], [-2.0365, 0.4482, -0.9126], [-2.4108, 1.7637, -1.0548], [5.1393, -0.5219, -1.8052], [2.7396, -1.2608, -1.7703], [5.6439, 1.8906, -1.4865], [4.7931, 4.2267, -1.0715], [2.8594, 5.7075, -0.6935], [0.5695, 4.8570, -0.7736], [-1.0464, 4.7791, -1.8477], [-3.3926, 5.4376, -1.6564], [-5.1400, 3.8098, -1.0460], [-5.7363, 1.4169, -0.4981], [-4.9902, -0.9314, -0.1831], [-2.5555, -1.4757, -0.4937], [0.3706, 0.4191, 0.7387], [0.3824, 0.3504, 2.2471], [-0.0461, -1.2932, 2.9070], [-1.1999, -1.5472, 3.6404], [-1.5457, -2.8505, 3.9786], [-0.7432, -3.9075, 3.5801], [0.4073, -3.6636, 2.8391], [0.7503, -2.3658, 2.5027], [2.0161, 0.7128, 2.9832], [2.4982, 0.1062, 4.1384], [3.7481, 0.4456, 4.6409], [4.5222, 1.3963, 3.9923], [4.0478, 2.0062, 2.8373], [2.8032, 1.6635, 2.3353], [-0.7067, 1.5164, 3.1406], [-1.5803, 2.2805, 2.3778], [-2.4301, 3.1988, 2.9801], [-2.4076, 3.3563, 4.3572], [-1.5312, 2.6010, 5.1291], [-0.6812, 1.6900, 4.5229], [-1.8372, -0.7271, 3.9475], [-2.4457, -3.0380, 4.5505], [-1.0156, -4.9228, 3.8390], [1.0290, -4.4891, 2.5161], [1.6339, -2.1753, 1.9037], [1.9041, -0.6474, 4.6427], [4.1192, -0.0376, 5.5359], [5.4961, 1.6605, 4.3847], [4.6488, 2.7474, 2.3246], [2.4289, 2.1245, 1.4276], [-1.5720, 2.1501, 1.3033], [-3.1027, 3.7912, 2.3718], [-3.0663, 4.0719, 4.8330], [-1.5083, 2.7292, 6.2039], [0.0070, 1.1131, 5.1303], [-0.0606, -1.6197, -1.5899], [-0.2897, -2.4751, -2.4829], [-0.5065, -2.1056, -3.9300], [-0.6183, -0.7681, -4.3049], [-0.8053, -0.3979, -5.6253], [-0.8771, -1.3698, -6.6150], [-0.7496, -2.7042, -6.2649], [-0.5653, -3.0679, -4.9376], [-0.3327, -3.9247, -2.0870], [0.7230, -4.4592, -1.3550], [0.6817, -5.7696, -0.9057], [-0.4261, -6.5628, -1.1717], [-1.4921, -6.0343, -1.8858], [-1.4422, -4.7253, -2.3438], [-0.5575, 0.0184, -3.5570], [-0.8930, 0.6504, -5.8807], [-1.0258, -1.0865, -7.6490], [-0.7876, -3.4718, -7.0276], [-0.4487, -4.1132, -4.6894], [1.5702, -3.8251, -1.1242], [1.5145, -6.1729, -0.3430], [-0.4613, -7.5856, -0.8194], [-2.3666, -6.6408, -2.0843], [-2.2815, -4.3152, -2.8933]],
  "forces_ev_per_a": [[-0.224, -0.710, -0.632], [-0.134, -0.006, 0.011], [0.077, 0.066, -0.028], [-0.057, 0.140, 0.436], [-0.157, -0.080, -0.060], [0.139, 0.067, 0.023], [0.026, 0.032, -0.010], [-0.009, -0.062, -0.029], [-0.091, -0.041, -0.014], [0.077, -0.005, -0.038], [0.038, -0.070, 0.072], [0.004, 0.069, -0.269], [-0.053, -0.103, 0.098], [-0.042, -0.032, 0.029], [0.049, -0.021, -0.003], [0.045, -0.045, 0.021], [-0.165, 0.011, -0.005], [-0.014, 0.041, -0.003], [0.139, -0.002, -0.032], [-0.118, 0.069, -0.037], [0.179, 0.156, 0.385], [0.177, -0.040, -0.072], [0.003, 0.000, -0.012], [-0.008, -0.005, 0.030], [-0.004, 0.008, 0.001], [0.002, -0.004, 0.004], [-0.007, 0.003, 0.005], [0.008, 0.030, 0.004], [-0.012, 0.033, 0.006], [0.009, 0.003, 0.000], [-0.006, -0.004, -0.014], [0.003, 0.009, -0.007], [-0.004, 0.000, 0.002], [0.019, 0.005, 0.016], [0.218, 0.430, 0.356], [-0.043, -0.167, 0.229], [-0.055, -0.018, -0.033], [0.001, 0.017, 0.040], [0.002, 0.007, 0.001], [0.003, -0.014, -0.005], [0.000, -0.013, 0.012], [0.016, 0.017, -0.030], [0.030, 0.039, -0.073], [-0.027, -0.035, 0.018], [0.006, 0.014, -0.006], [0.007, 0.004, 0.005], [0.013, 0.005, -0.003], [-0.034, -0.023, -0.019], [-0.022, 0.034, -0.062], [0.020, -0.033, -0.017], [-0.010, 0.009, -0.010], [0.007, -0.003, 0.018], [-0.020, 0.021, -0.008], [0.035, -0.034, 0.016], [-0.005, -0.003, -0.004], [-0.002, 0.004, 0.000], [0.003, -0.001, 0.001], [-0.002, 0.003, -0.008], [-0.005, 0.004, -0.001], [0.003, -0.002, -0.002], [-0.003, 0.000, 0.003], [0.003, -0.004, -0.002], [0.000, 0.000, 0.007], [-0.001, -0.003, -0.014], [-0.013, 0.020, 0.005], [0.002, -0.005, -0.005], [-0.002, -0.001, 0.002], [0.003, -0.002, 0.002], [0.005, 0.003, -0.001], [-0.012, 0.329, -0.475], [0.049, -0.060, 0.058], [-0.015, 0.003, 0.034], [-0.038, 0.076, 0.008], [0.012, -0.054, -0.017], [-0.012, 0.029, -0.003], [0.014, -0.017, 0.010], [0.048, 0.000, 0.008], [-0.021, -0.024, 0.033], [-0.011, 0.015, 0.015], [0.011, -0.014, 0.002], [-0.012, -0.005, 0.004], [0.011, 0.000, 0.005], [-0.017, 0.022, -0.033], [-0.033, -0.038, 0.070], [-0.001, 0.000, -0.003], [0.006, -0.002, -0.001], [-0.003, 0.002, 0.000], [-0.016, -0.035, 0.026], [0.008, -0.002, -0.008], [0.002, -0.004, 0.000], [0.001, -0.001, 0.002], [0.000, -0.003, 0.000], [0.007, 0.002, -0.026]]
}